C45H65AuGeN4P3Te | ωB97M-V/def2-TZVPD

Geometry (Å):
Au: -1.352 0.867 0.864
C: 1.603 -4.723 -1.077
C: 1.409 -3.536 -2.020
C: 1.225 -3.995 -3.464
P: 0.134 -2.350 -1.294
C: -0.556 -1.514 -2.819
N: 0.433 -0.583 -3.230
Ge: 1.524 0.231 -1.640
N: 1.714 2.224 -2.205
C: 1.060 3.200 -1.391
P: -0.501 2.645 -0.563
C: -0.652 3.988 0.728
C: -0.333 5.434 0.353
C: 0.241 3.575 1.903
C: -1.734 2.884 -1.944
C: -2.950 2.001 -1.684
C: -2.161 4.323 -2.210
C: 2.906 2.576 -2.762
C: 3.511 3.840 -2.666
C: 4.738 4.074 -3.252
C: 5.409 3.060 -3.924
C: 4.827 1.807 -4.042
C: 3.578 1.576 -3.498
N: 2.873 0.345 -3.650
C: 1.968 0.327 -4.750
C: 2.288 0.807 -6.007
C: 1.420 0.596 -7.068
C: 0.221 -0.081 -6.859
C: -0.131 -0.533 -5.607
C: 0.729 -0.314 -4.511
C: 3.704 -0.807 -3.593
C: 4.196 -1.470 -4.702
C: 5.067 -2.535 -4.538
C: 5.441 -2.941 -3.261
C: 4.929 -2.318 -2.145
C: 4.016 -1.253 -2.285
N: 3.344 -0.665 -1.275
C: 3.473 -1.158 0.060
P: 2.228 -0.316 1.149
C: 3.277 0.897 2.123
C: 3.883 1.850 1.093
C: 4.346 0.296 3.026
C: 1.671 -1.715 2.273
C: 2.716 -2.713 2.766
C: 0.882 -1.109 3.429
C: -1.277 -3.447 -0.702
C: -2.162 -2.656 0.257
C: -2.105 -4.076 -1.815
H: 2.507 -5.267 -1.346
H: 0.771 -5.421 -1.139
H: 1.701 -4.388 -0.044
H: 2.332 -2.943 -2.001
H: 0.378 -4.666 -3.581
H: 2.118 -4.537 -3.770
H: 1.118 -3.153 -4.144
H: -1.486 -1.015 -2.518
H: -0.780 -2.255 -3.588
H: 0.764 4.061 -2.013
H: 1.711 3.567 -0.582
H: -1.703 3.929 1.043
H: 0.703 5.563 0.047
H: -0.489 6.050 1.238
H: -0.981 5.824 -0.423
H: 1.293 3.703 1.653
H: 0.079 2.532 2.178
H: 0.027 4.194 2.769
H: -1.199 2.494 -2.823
H: -3.468 2.300 -0.775
H: -2.644 0.959 -1.580
H: -3.655 2.081 -2.507
H: -2.733 4.724 -1.375
H: -2.804 4.349 -3.089
H: -1.311 4.972 -2.409
H: 3.016 4.648 -2.151
H: 5.182 5.056 -3.187
H: 6.369 3.249 -4.376
H: 5.338 1.018 -4.578
H: 3.225 1.316 -6.163
H: 1.691 0.928 -8.058
H: -0.445 -0.246 -7.693
H: -1.082 -1.020 -5.455
H: 3.924 -1.139 -5.695
H: 5.478 -3.023 -5.406
H: 6.140 -3.757 -3.146
H: 5.225 -2.653 -1.164
H: 4.487 -0.989 0.447
H: 3.258 -2.234 0.091
H: 2.563 1.457 2.741
H: 4.664 1.359 0.517
H: 4.325 2.714 1.584
H: 3.120 2.195 0.395
H: 4.985 -0.400 2.487
H: 3.906 -0.211 3.880
H: 4.975 1.099 3.410
H: 0.969 -2.261 1.622
H: 3.447 -2.256 3.423
H: 3.244 -3.196 1.947
H: 2.206 -3.492 3.330
H: 1.533 -0.569 4.111
H: 0.376 -1.888 3.995
H: 0.127 -0.415 3.051
H: -0.783 -4.233 -0.121
H: -2.756 -1.924 -0.285
H: -1.558 -2.139 1.004
H: -2.849 -3.322 0.774
H: -2.714 -3.328 -2.317
H: -2.769 -4.824 -1.383
H: -1.482 -4.579 -2.550
Te: -2.879 0.343 2.977
C: -4.759 0.331 2.033
C: -5.899 0.628 2.777
C: -7.144 0.615 2.178
C: -7.269 0.287 0.837
C: -6.137 -0.015 0.092
C: -4.892 0.009 0.685
H: -5.812 0.894 3.820
H: -8.021 0.852 2.758
H: -8.238 0.272 0.368
H: -6.227 -0.269 -0.953
H: -4.012 -0.219 0.101

The calculation puts the total energy at -5476.92631 Ha. The gap between HOMO and LUMO (spin up / spin down) comes out at 6.83 / 4.40 eV. The value obtained for the molar mass is 1152.142 u. As for the total charge: +2. As for the multiplicity: 4.